18
Properties=species:S:1:pos:R:3:forces:R:3 method="wB97M-V/def2-TZVPD" total_charge=0 lumo_energy_ev=1.138 total_energy_ev=-7322.059 smiles=CN[C@H](C)CN homo_lumo_gap_ev=9.438
N -1.1444 -0.6267 0.6302 -0.3408 -0.4769 -0.5200
N 2.2769 -0.5654 -0.7806 -0.4451 -0.3424 -0.8396
C 0.7913 -0.5026 -0.8763 0.4530 0.5296 0.3833
C 0.5464 1.2758 0.9061 -1.8907 -1.0674 1.3093
C -2.1701 -0.0167 -0.1807 -0.7201 1.2466 0.8052
C 0.2293 -0.1859 0.5156 0.4103 -0.3665 0.3051
H 2.5195 -1.5363 -0.5918 0.0029 0.1436 0.3592
H 0.5084 0.3252 -1.5364 0.2097 -0.0508 -0.0559
H -1.4444 -0.8115 1.5713 0.0395 0.1612 0.1015
H 1.5737 1.5142 0.6695 -0.1228 0.5833 -0.3287
H 0.7493 -0.7996 1.2637 0.2038 -0.1349 -0.4003
H 0.3671 -1.4050 -1.3085 -0.2244 -0.2276 0.1795
H -3.1080 -0.5736 -0.2069 0.3494 -0.6389 -0.2145
H -1.8419 0.2160 -1.1871 0.1505 -0.3122 -0.1791
H -2.5406 0.9397 0.2354 0.3409 0.1828 -0.1130
H -0.3197 1.8805 0.6119 0.8219 0.5291 -0.9399
H 2.6330 -0.4524 -1.7284 0.1163 0.2626 0.1545
H 0.3744 1.3244 1.9932 0.6458 -0.0210 -0.0066



26
Properties=species:S:1:pos:R:3:forces:R:3 method="wB97M-V/def2-TZVPD" s_squared=2.007 total_charge=+1 lumo_energy_ev="-3.137 / -6.789" total_energy_ev=-25394.765 homo_lumo_gap_ev="7.218 / 6.458" spin_multiplicity=3
S 1.3526 1.4551 -2.4680 0.7801 -0.0334 0.5915
O -0.4627 2.8886 -0.7100 1.1043 4.6893 -1.1133
N -0.5311 -0.5805 -0.1592 -0.5141 0.8246 -6.4247
N 3.6878 0.8691 -1.6265 0.8149 0.3468 -0.9081
C -1.8709 -0.2503 0.2601 -2.6354 -0.4544 1.1903
C 2.8565 0.4767 -0.6204 1.3348 -0.0799 -0.4283
C 0.0573 -1.8836 0.1313 -2.2838 -0.8767 0.2265
C 3.0878 1.4086 -2.6376 -1.8922 -1.2829 2.3473
C 0.6117 0.7232 1.5006 4.1331 0.9675 -1.2737
C 1.5502 0.7677 -0.8782 -1.2328 -0.6926 0.7085
C -0.7314 1.7715 -0.3396 -0.5541 -6.0245 1.4403
C -2.0999 1.2383 -0.0142 -0.7612 0.0817 -1.3313
C 0.3391 0.6396 0.0361 0.1468 1.7891 -0.4370
H 1.3659 -0.0596 1.7507 -0.4824 0.6323 0.3206
H -2.0432 -0.4349 1.3240 0.4444 -0.2355 -0.0628
H 3.5266 1.7593 -3.4951 1.1500 0.7644 -1.8609
H 0.3987 -1.6723 1.0887 0.7679 -1.1064 2.0497
H -0.2791 0.5970 1.9808 -2.0680 -0.1241 1.8960
H -2.7196 1.7577 0.7127 0.4483 0.0005 0.7973
H 3.4933 -0.0300 0.1447 -1.6522 0.4807 0.0527
H -0.6283 -2.7872 0.0005 0.5343 1.6457 0.5211
H -2.5931 -0.9241 -0.2697 0.6507 0.6894 0.3456
H 0.8429 -2.0221 -0.5198 1.9245 -0.2206 -1.3396
H -2.7209 1.3815 -0.9059 0.0618 -0.1749 -0.2520
H -0.6525 -0.4940 -1.2705 0.3866 -0.5076 2.5310
H 1.0863 1.7348 1.6406 -0.6062 -1.0984 0.4131



146
Properties=species:S:1:pos:R:3:forces:R:3 method="wB97M-V/def2-TZVPD" total_charge=0 lumo_energy_ev=-0.927 total_energy_ev=-105303.698 smiles="O=[N+]([O-])c1ccccc1.O=[N+]([O-])c1ccccc1.O=[N+]([O-])c1ccccc1.O=[N+]([O-])c1ccccc1.O=S1(=O)CCCC1.O=S1(=O)CCCC1.CCCCCC.CCCCCC.CCCCCC" homo_lumo_gap_ev=8.873
S 4.1224 2.3222 2.0041 -0.5887 -0.6942 1.2132
S 4.5686 -0.2069 -1.9965 -0.8891 -0.4495 0.6209
O 1.8186 1.3529 -3.8153 1.1122 -2.1180 0.5383
O -3.7710 -0.7542 3.9888 -0.2605 1.4900 -1.5073
O 0.1150 2.5206 -3.3652 -1.3728 0.5396 0.6840
O -4.7078 4.8633 2.6888 -1.1997 -0.0324 0.7311
O -2.6745 5.2886 2.2548 1.3173 0.5428 0.2204
O 2.7362 8.3826 -3.2720 1.1718 1.0187 -1.1669
O 4.9485 1.0800 -2.5135 -0.0434 0.1618 -0.3013
O 3.3572 1.5885 1.0201 0.2565 0.3153 -0.2714
O 5.3868 -0.8025 -0.9735 0.4047 -0.3601 -0.0104
O 1.0082 7.6303 -2.3102 -1.0691 -0.1676 0.1245
O 5.3876 2.9401 1.7186 -0.1309 0.2700 -0.4956
O -3.7234 1.1129 2.7801 -0.6700 -3.0518 0.4967
N -3.7658 4.8969 1.9493 0.0181 -0.2214 -0.1388
N 1.1211 2.3019 -3.9747 0.4888 0.8304 -0.9977
N 2.2033 7.6517 -2.4979 -1.1310 -0.2591 1.2092
N -3.9681 -0.1167 2.9409 0.9118 1.0017 1.2485
C -1.2033 -0.5811 -0.3795 -1.3291 -0.4777 0.9271
C 4.3343 1.2554 3.4330 -0.4945 -0.5637 0.1473
C 3.0421 -1.7789 6.7884 -0.3126 -0.2018 -1.0534
C -2.9331 4.5194 -0.3196 1.0409 0.1693 -0.6253
C 2.8586 -0.2261 -1.3647 0.1619 0.5524 0.1484
C 3.1636 3.8729 -6.6354 0.7439 0.3390 -0.7277
C 1.5879 3.2283 -4.9977 0.4398 0.9351 -0.0610
C -0.7942 -6.8699 -1.1161 -0.8550 0.0215 -0.5363
C 3.6248 -2.3022 8.0800 -1.2895 0.0093 0.7008
C 2.6030 2.7634 4.1649 -0.6716 -0.0398 1.7644
C -3.0391 3.9505 -1.5773 -0.8730 -0.3720 -0.9164
C -0.2533 2.7325 1.3956 0.2198 0.0312 1.1243
C -4.2188 3.3153 -1.9632 -0.4633 0.1461 1.2912
C 2.9579 3.4700 2.8722 1.5693 -0.0973 -0.0289
C -5.1275 3.7577 0.2634 -0.6579 -0.4568 -0.7592
C 2.4358 5.5874 -1.1803 -0.0335 0.0198 0.3767
C 4.2338 -1.3851 -3.3268 0.9713 1.0180 0.0388
C -3.0493 -8.0284 -1.5619 1.5253 -0.9178 0.6530
C -1.2330 -2.0482 0.0500 0.5531 -0.1798 -0.5276
C -5.3612 -2.2814 -0.3829 -0.3695 0.1519 -0.0881
C -5.0889 -2.9663 0.7989 0.3041 0.1668 -0.1300
C 3.0876 -2.2096 -2.8148 -0.8516 -0.4188 0.0044
C 0.9759 4.4626 -5.0886 -0.8196 -0.2993 0.8626
C 2.9926 6.7216 -1.7249 1.0586 -0.5474 -0.5923
C -3.4054 -7.3097 -2.8356 0.0621 -0.5817 -1.6104
C 1.1534 -2.1592 5.1522 0.4822 -0.5227 -1.8443
C -4.6185 -2.2773 1.9083 -0.0017 -0.1305 -0.0623
C 1.5470 -2.0761 6.6046 -0.2930 0.8170 0.3377
C -0.8042 0.3610 0.7469 0.0472 0.0683 -0.4903
C 5.1653 5.8437 -1.3291 0.7320 -0.6731 -0.2315
C -1.5265 -8.1924 -1.3700 0.4402 0.5705 0.0443
C -4.4811 -0.9042 1.8090 -0.2121 0.7320 -0.1487
C -4.8358 -7.5645 -3.3567 0.2911 0.6311 0.9363
C 4.3693 6.8678 -1.7790 0.1326 0.4191 0.2568
C -5.2079 -0.8988 -0.4606 0.1198 -0.1702 0.2529
C -5.2767 3.2759 -1.0350 0.7400 -0.3087 -0.6855
C 1.4282 5.4022 -5.9717 0.7131 -0.0839 -0.6144
C -0.6637 1.7799 0.2534 0.9953 1.5981 1.4633
C 2.0644 -1.2820 -2.1151 -0.0799 0.2628 -0.9806
C 3.2695 4.5555 -0.7579 -1.6024 0.2091 0.0896
C 2.5545 5.1038 -6.7514 -1.3404 0.7035 0.1667
C -4.7973 -0.1953 0.6592 0.5882 -0.1711 -0.0687
C -3.9478 4.3983 0.6052 -0.3242 -0.4996 -0.8144
C -1.8244 -2.9761 -1.0346 0.4935 0.1461 0.7452
C 4.6331 4.6300 -0.9150 0.0749 0.1227 0.4524
C 2.9553 1.2789 4.0797 0.0052 0.2464 -0.6041
C -0.8332 -2.4067 3.4871 0.5967 0.7349 -0.3673
C -0.2652 -2.6335 4.8836 -1.2447 0.5435 0.7328
C 2.7295 2.9386 -5.7256 -0.1628 -0.3428 0.3981
C -5.2192 -6.6383 -4.5036 1.0408 -0.0681 0.3252
H 3.0323 -1.9994 8.9566 0.0447 0.4221 -0.2356
H 3.5178 -2.2774 5.9342 0.3383 -0.0255 0.2259
H 3.1846 -0.7146 6.5767 0.1915 0.0068 0.4730
H 1.8447 -2.7603 4.5295 -0.0152 -0.3543 0.6175
H 5.1644 -1.9026 -3.5558 -0.0741 -0.2213 0.2075
H 4.0077 3.6544 -7.2794 0.0828 -0.0520 0.2141
H -2.7619 -7.7282 -3.6312 0.1900 0.1704 0.2693
H 1.3268 -1.8182 -1.5186 0.4581 -0.2016 0.4119
H 5.1086 1.6868 4.0652 -0.0308 0.1258 0.0366
H 4.8054 7.7954 -2.1178 -0.0547 -0.0405 -0.2454
H 1.3744 5.4782 -1.0108 -0.0856 0.1782 -0.3585
H 1.3214 -1.1934 4.6457 -0.4215 0.1383 0.4379
H -1.5771 2.2658 -0.0839 -0.1745 -0.7167 -0.6996
H 3.3118 2.0515 -5.5261 -0.2318 -0.1682 -0.1496
H 0.4462 2.2976 2.1252 0.2157 -0.2544 -0.5131
H 3.1438 3.1680 5.0318 0.3311 0.1704 -0.4447
H 0.1191 0.0349 1.2378 0.0949 0.0939 -0.0818
H -0.9182 -6.2030 -1.9758 0.2276 -0.0767 -0.0347
H -1.0632 -8.6705 -2.2393 -0.1940 -0.1384 0.0132
H 1.5707 2.9325 4.4911 -0.0924 -0.1502 -0.5393
H -2.2572 -0.3088 -0.5500 0.2281 -0.0110 -0.6805
H -6.1907 2.7974 -1.3720 -0.0601 0.0343 0.4004
H 2.2295 0.7975 3.4141 0.1855 -0.2135 0.0719
H 2.5358 0.8029 -1.5005 -0.3569 -0.0779 0.0212
H 0.9778 -1.2233 6.9990 -0.0049 -0.1493 0.2513
H 6.2473 5.8971 -1.3607 -0.0610 0.3488 -0.0814
H -0.6319 -0.4757 -1.3011 0.0934 0.2699 0.0339
H -5.0024 -5.6147 -4.1879 -0.5665 0.1361 -0.1437
H -0.4807 -3.6572 5.2107 0.5108 -0.0460 -0.0327
H -2.2518 4.0035 -2.3211 0.2488 0.1149 0.3786
H -0.9163 -2.0339 5.5436 0.1407 -0.0780 -0.0225
H 0.9146 6.3419 -6.0871 0.0515 0.1997 0.1410
H -1.5872 0.3669 1.5136 0.0777 -0.2203 0.0212
H -4.3422 -2.8217 2.8001 -0.0272 0.2152 0.0814
H 3.4304 -2.9472 -2.0846 0.1672 -0.0763 -0.2682
H -1.1601 -3.2754 -1.8483 0.1324 0.4560 -0.0329
H 2.9460 -0.4187 -0.3003 0.0838 -0.0214 0.0312
H 4.6429 -1.9993 8.2946 0.2653 -0.4037 -0.2456
H 0.1526 1.9279 -0.4571 -0.3616 -0.5328 -0.5369
H 3.6049 4.3211 3.0780 -0.3001 0.2861 -0.1675
H -4.5265 -6.8152 -5.3333 -0.2019 -0.0884 -0.1140
H -2.6864 -2.4287 -1.4201 -0.1850 -0.5621 -0.2054
H 1.1880 -2.9335 7.1807 0.3005 -0.2291 -0.1456
H -1.2969 -6.3477 -0.2971 0.4485 -0.0403 0.2710
H -5.1471 -4.0455 0.8613 -0.1928 0.0444 -0.1366
H 2.6633 3.7768 -0.3061 0.8819 -0.6682 -0.0616
H -3.3681 -7.5934 -0.6085 -0.6308 0.2139 -0.3499
H -4.5832 0.8647 0.6405 -0.2108 0.0181 -0.0540
H -1.9874 5.0173 -0.1438 -0.2577 0.0954 0.6341
H 3.4108 -3.3756 8.0734 0.8889 -0.1184 0.0148
H 0.1767 4.6683 -4.3863 -0.1465 0.0346 -0.2562
H -5.3394 -0.3779 -1.3991 -0.2080 -0.0143 0.0078
H -1.3380 -8.8311 -0.5031 -0.1096 -0.1548 -0.0902
H -1.9091 -2.2469 3.5244 -0.0678 -0.3043 -0.0118
H 2.8452 5.8899 -7.4371 0.4527 -0.3459 -0.1552
H -6.2350 -6.8034 -4.8421 -0.1579 0.2711 -0.0247
H 0.2240 3.6378 1.0077 -0.1657 0.0422 0.0087
H -2.0810 -3.9133 -0.5348 -0.4911 0.0346 -0.2546
H -5.7359 -2.7942 -1.2625 0.1923 -0.1782 0.1181
H -5.4351 -7.3832 -2.4542 -0.6069 -0.2715 -0.4553
H 2.1319 3.7291 2.2273 -0.0643 -0.0676 -0.1594
H -0.5908 -3.1507 2.7272 0.0252 -0.2402 0.2444
H -1.8558 -2.2076 0.9343 0.0798 0.3848 0.0654
H 0.2651 -7.0424 -0.9508 0.0491 0.2185 0.2596
H -5.9589 3.5470 0.9225 0.3011 0.4874 0.4225
H 5.2957 3.8217 -0.6446 -0.1086 -0.1017 0.0540
H 1.4303 -0.8362 -2.8892 0.3568 0.2885 0.0452
H 2.9891 0.7268 5.0151 -0.2575 0.2991 0.1820
H -0.4273 -1.4630 3.0940 -0.0813 -0.0875 0.0258
H 2.5879 -2.7035 -3.6519 0.1461 -0.2674 0.1881
H -3.3661 -9.0779 -1.5799 -0.6746 0.2661 -0.1323
H -4.3457 2.7942 -2.9035 0.1781 0.2953 -0.1370
H -0.2067 -2.3172 0.3404 -0.1778 -0.2886 -0.0506
H -3.1639 -6.2420 -2.8426 -0.2277 0.0027 0.3534
H 4.5858 0.2193 3.2136 0.3285 0.2102 -0.6479
H -4.9365 -8.5950 -3.6989 -0.0410 -0.1309 0.3867
H -1.0597 3.0390 2.0738 -0.2777 0.0412 -0.4950
H 4.0446 -0.7176 -4.1724 -0.5206 -0.2829 -0.0384



14
Properties=species:S:1:pos:R:3:forces:R:3 method="wB97M-V/def2-TZVPD" total_charge=0 lumo_energy_ev=-0.641 total_energy_ev=-32786.996 homo_lumo_gap_ev=7.490
S 0.1320 -2.1508 -0.7347 -2.7998 1.1893 0.5957
S -1.6165 1.2488 -0.2160 -0.5666 0.2264 -0.1912
Si -2.2146 -0.7663 0.2360 3.0797 -0.8403 -0.7782
C 0.1573 1.4735 0.3861 -1.4439 -5.2327 1.0726
C 1.3039 -0.8909 -0.1787 -1.0439 0.1929 1.5088
C 1.0390 0.6095 -0.5695 3.9318 1.0181 1.4770
H 0.2874 2.5024 0.5412 0.4580 1.2544 -0.2140
H 2.1043 1.1114 -0.6716 -1.7449 -0.7965 0.6986
H -2.9600 -1.4996 -0.8383 -0.2881 0.5918 0.7186
H 0.0797 0.9167 1.4105 0.6921 1.3450 -1.5137
H 2.2461 -1.3874 -0.4701 -0.0171 1.1251 0.1593
H -2.4620 -0.8991 1.7360 -0.0016 -0.3122 -1.0023
H 0.7436 0.6983 -1.5591 -1.1637 -0.0208 -1.8355
H 1.1597 -0.9663 0.9281 0.9080 0.2594 -0.6957



19
Properties=species:S:1:pos:R:3:forces:R:3 method="wB97M-V/def2-TZVPD" s_squared=0.750 total_charge=-1 lumo_energy_ev="3.635 / 3.450" total_energy_ev=-10947.317 homo_lumo_gap_ev="2.692 / 8.418" spin_multiplicity=2
O -0.7715 3.7011 -0.1261 -0.3883 0.0756 0.1757
O 0.4911 -2.4734 2.4255 -0.3291 0.5740 -0.8158
N -1.1639 -1.2055 -1.3573 0.2727 -0.6236 -0.2610
C -0.8037 0.3094 0.2097 -0.1167 0.3015 -0.5235
C -1.7679 -0.4051 -0.4593 -0.2589 -0.0259 0.3159
C 0.4505 -0.0828 -0.3395 0.3137 -0.2141 0.1830
C 0.1828 -1.0410 -1.2752 0.4335 0.0703 0.1271
C 1.8139 0.2987 0.1467 -0.2356 -0.0717 0.0830
H 0.3886 -2.5633 1.4556 0.2068 -0.3750 0.3695
H -2.8294 -0.4440 -0.3048 -0.1334 0.1048 -0.1182
H 1.8144 1.3269 0.4574 0.0941 0.6019 0.3093
H 0.0884 3.8973 -0.4962 0.2309 -0.1256 -0.1820
H 0.0794 -1.5975 2.5082 0.0894 -0.1646 0.3575
H 2.6128 0.1887 -0.5762 -0.0302 -0.1430 -0.3961
H -1.6012 -1.9643 -1.8755 -0.0961 0.1644 -0.0519
H -1.0032 2.8154 -0.4386 0.1699 0.0168 -0.0519
H 0.9399 -1.5821 -1.8196 -0.3926 -0.1404 -0.2722
H 2.0873 -0.3145 1.0024 0.0597 -0.0120 0.2399
H -1.0085 1.1359 0.8628 0.1099 -0.0133 0.5117



7
Properties=species:S:1:pos:R:3:forces:R:3 method="wB97M-V/def2-TZVPD" total_charge=0 lumo_energy_ev=0.174 total_energy_ev=-10048.107 homo_lumo_gap_ev=9.362
F 2.2209 0.7474 0.0134 0.0094 0.2095 -0.0269
F 0.0186 -2.1155 0.0003 0.0927 0.3784 0.0204
N -0.0582 1.3079 -0.0123 1.1586 0.5863 0.0306
C -0.9997 0.1369 -0.0050 0.5828 -1.1342 0.0153
C -0.0577 -0.8007 0.0004 0.4849 1.4456 -0.0305
C 0.9460 0.5390 -0.0028 -2.1943 -1.5762 0.0148
H -2.0700 0.1850 0.0061 -0.1342 0.0906 -0.0237